{"formula": "C11H17N2O7S2Ta", "method": "ωB97M-V with the def2-TZVPD basis set", "symbols": ["Ta", "O", "C", "C", "N", "C", "C", "O", "O", "C", "C", "O", "O", "H", "H", "H", "H", "H", "H", "H", "H", "H", "S", "C", "N", "C", "C", "S", "H", "H", "H", "H", "H", "C", "O", "C", "O", "H", "H", "H"], "positions_angstrom": [[-0.39453, -0.21725, 0.85672], [-0.33044, 2.10386, 0.69706], [1.02036, 2.63185, 0.49384], [1.99968, 1.80618, 1.30685], [1.86084, 0.32432, 1.25527], [2.62928, -0.27855, 0.14418], [1.86351, -0.18576, -1.11371], [2.17329, -0.14209, -2.26277], [0.47474, -0.13749, -0.81499], [2.11023, -0.23226, 2.57838], [0.88686, 0.08852, 3.46731], [0.93702, 0.46466, 4.57608], [-0.32007, 0.07868, 2.73267], [-0.66901, 2.50078, 1.51507], [1.11867, 3.73869, 0.76447], [1.24397, 2.42241, -0.56103], [1.97863, 2.01580, 2.41643], [2.94935, 2.05980, 0.93847], [2.80708, -1.31633, 0.41105], [3.52295, 0.25630, 0.00965], [2.95924, 0.17461, 3.16087], [2.14180, -1.33559, 2.60519], [-2.83788, 0.28360, 0.38803], [-2.86600, 0.74224, -1.33074], [-3.34122, 0.04998, -2.32778], [-3.59252, 0.70515, -3.60334], [-2.54717, 1.79611, -3.55905], [-2.22392, 2.23650, -1.80098], [-3.86402, -0.83182, -2.13870], [-4.53392, 1.19636, -3.42446], [-3.48457, 0.07591, -4.47508], [-2.81196, 2.70412, -4.11488], [-1.65490, 1.46636, -4.07032], [0.34129, -4.58401, 0.62812], [0.84051, -3.27606, 0.83626], [0.06244, -2.31253, 1.03332], [-1.18399, -2.31990, 0.95751], [1.11458, -5.18999, 0.17035], [-0.58898, -4.57649, 0.01757], [0.20873, -4.98667, 1.63711]], "largest_force_ev_per_a": 3.30, "e_above_lowest_kcal_mol": 0.0, "total_energy_ev": -52204.58096, "charge": 2, "orbital_gap_ha": 0.3276}